The following is a quantum chemistry calculation of 3 unconnected molecules or ions with the total composition C4H15N2O, from the OMol25 dataset.

Strongest force on any atom, eV/Å: 3.23
Highest occupied orbital energy, eV: -13.827
Charge: +1

Geometry (Å):
O -1.682 0.323 -1.156
N -2.396 0.685 1.536
N -0.183 -1.704 -1.197
C 1.021 1.093 1.603
C 1.414 -0.049 0.651
C 1.017 -1.032 -1.641
C 1.225 0.201 -0.821
H 2.088 0.775 -1.176
H 0.860 0.692 2.607
H -2.235 0.658 -1.898
H -2.359 0.396 0.548
H -2.264 -0.135 2.123
H -3.263 1.100 1.859
H 1.879 -1.617 -1.274
H 1.094 -0.834 -2.719
H 0.302 0.839 -0.879
H -0.003 1.479 1.467
H -1.065 -1.122 -1.213
H 2.432 -0.378 0.896
H 0.693 -0.832 0.985
H -0.335 -2.440 -1.896
H 1.762 1.904 1.595

The following is a quantum chemistry calculation of C20H27N3O2S in the gas phase, from the OMol25 dataset.

Strongest force on any atom, eV/Å: 0.92
Highest occupied orbital energy, eV: -7.774
Charge: 0

Geometry (Å):
S 2.426 1.682 1.650
O -5.677 -0.920 -0.480
O -0.808 2.735 -0.907
N -3.006 -1.207 0.442
N 2.357 -0.381 -0.009
N 0.318 0.554 0.533
C 6.455 -1.006 -0.506
C 1.670 0.581 0.667
C -4.066 -0.757 1.328
C -1.873 -1.770 1.152
C 5.991 0.294 -0.364
C -0.367 -0.374 -0.342
C -2.899 3.485 -0.823
C -0.499 1.540 1.210
C -4.658 -1.384 -1.330
C -5.142 -0.058 0.496
C 6.926 1.464 -0.403
C 5.568 -2.069 -0.488
C -1.756 3.432 -1.556
C -1.342 2.326 0.263
C -2.631 2.761 0.365
C -0.606 -1.758 0.288
C 4.630 0.516 -0.196
C -3.566 -2.113 -0.547
C 3.740 -0.547 -0.149
C 4.218 -1.847 -0.312
H -1.499 3.831 -2.517
H 1.831 -1.192 -0.302
H 0.234 -2.049 0.922
H -5.135 -2.057 -2.045
H 7.511 -1.189 -0.636
H -4.207 -0.537 -1.869
H -4.523 -1.599 1.876
H 3.526 -2.679 -0.297
H 4.269 1.526 -0.097
H -5.978 0.250 1.126
H -4.700 0.825 0.009
H 7.962 1.136 -0.446
H 0.185 -0.467 -1.283
H 6.721 2.082 -1.277
H -3.815 3.972 -1.089
H -1.153 1.060 1.945
H -3.651 -0.051 2.050
H -3.999 -3.010 -0.069
H -3.300 2.598 1.185
H -0.698 -2.498 -0.508
H -1.699 -1.159 2.040
H -2.070 -2.802 1.492
H 6.789 2.084 0.480
H 5.933 -3.079 -0.609
H -1.347 0.048 -0.572
H -2.783 -2.427 -1.238
H 0.194 2.205 1.743

The following is a quantum chemistry calculation of 3 unconnected molecules or ions with the total composition CH2F3N3, from the OMol25 dataset.

Strongest force on any atom, eV/Å: 2.91
Highest occupied orbital energy, eV: -12.113
Charge: 0

Geometry (Å):
F -3.644 -2.132 0.665
F -2.910 -0.647 -0.753
F 0.323 1.194 -0.498
N -2.401 3.009 0.299
N -2.554 1.935 0.261
N -1.380 -1.897 0.276
C -2.574 -1.671 0.107
H -0.613 1.068 -0.546
H -1.181 -2.572 1.045

The following is a quantum chemistry calculation of 2 unconnected molecules or ions with the total composition C14H16O, from the OMol25 dataset.

Strongest force on any atom, eV/Å: 3.50
Highest occupied orbital energy, eV: -8.191
Charge: 0

Geometry (Å):
O 1.485 4.441 -0.011
C -0.153 -3.262 -2.466
C -0.604 -2.228 -1.457
C 0.838 0.693 1.630
C -1.593 -2.485 -0.545
C -0.244 -0.885 -1.656
C 0.306 -0.599 2.057
C 1.019 3.079 1.904
C 1.541 2.091 -0.219
C -2.070 -0.114 -0.352
C 0.625 1.843 2.363
C 1.300 0.837 0.325
C -2.282 -1.420 0.022
C -0.963 0.194 -1.166
C 1.333 3.210 0.565
H 0.872 3.999 2.469
H 2.035 2.120 -1.176
H -2.663 0.701 0.013
H 1.101 -1.244 2.580
H -0.564 -0.597 2.713
H 1.994 4.438 -0.824
H -1.726 -3.530 -0.225
H 0.669 -2.827 -3.074
H 1.354 0.014 -0.377
H -3.005 -1.644 0.790
H -1.031 -3.682 -2.952
H 0.258 1.816 3.409
H -0.715 1.172 -1.599
H -0.006 -1.272 1.266
H 0.650 -0.798 -2.266
H 0.238 -4.058 -1.742

The following is a quantum chemistry calculation of 10 unconnected molecules or ions with the total composition C4H28N2O11, from the OMol25 dataset.

Strongest force on any atom, eV/Å: 1.47
Highest occupied orbital energy, eV: -9.968
Charge: 0

Geometry (Å):
O 1.851 3.375 -1.646
O 2.373 -1.063 -1.177
O -1.348 0.789 -2.151
O 1.275 1.026 -2.657
O 2.373 1.756 3.230
O -1.062 -1.761 0.527
O 0.357 -2.782 -1.637
O -0.231 4.175 -0.234
O -2.740 -3.396 -1.236
O -1.086 -4.644 0.380
O -2.400 3.554 -1.803
N -1.342 0.846 1.228
N -0.175 -2.260 2.550
C -0.493 -1.400 1.554
C 1.077 0.569 1.525
C 2.228 0.539 2.531
C -0.310 0.084 1.934
H 3.106 0.242 1.950
H 3.121 -0.832 -1.741
H -1.320 -3.778 0.772
H -0.505 1.327 -2.287
H 1.395 0.008 0.650
H -0.168 -3.257 2.396
H 1.736 1.758 -2.168
H 1.386 0.218 -2.114
H 1.716 4.029 -2.358
H -0.869 4.331 -0.931
H 2.261 2.558 2.714
H 1.911 -1.850 -1.567
H 0.454 -3.680 -1.313
H -0.579 0.225 2.984
H -1.970 2.857 -2.318
H -1.738 -4.762 -0.327
H -2.625 3.057 -1.003
H -1.138 0.010 -2.668
H 0.068 -2.368 -0.804
H -2.209 0.599 1.674
H 1.218 3.531 -0.884
H -0.705 3.870 0.543
H -1.526 0.574 0.259
H -3.055 -3.506 -2.130
H 0.438 -1.968 3.284
H 2.150 -0.190 3.342
H -2.514 -2.475 -1.243
H 0.911 1.580 1.148

The following is a quantum chemistry calculation of 2 unconnected molecules or ions with the total composition C2H4N2S, from the OMol25 dataset.

Strongest force on any atom, eV/Å: 2.10
Highest occupied orbital energy, eV: -8.227
Charge: 0

Geometry (Å):
S 0.857 1.651 -0.093
N 1.719 -0.868 -0.223
N -2.681 0.888 -0.230
C -2.323 -0.128 0.148
C 0.669 -0.043 -0.219
H -2.162 -1.091 0.522
H 1.634 -1.880 -0.113
H -0.400 1.973 0.283
H 2.687 -0.503 -0.076

The following is a quantum chemistry calculation of C5H10N2O3 in the gas phase, from the OMol25 dataset.

Strongest force on any atom, eV/Å: 4.58
Highest occupied orbital energy, eV: -8.267
Charge: 0

Geometry (Å):
O 4.342 -0.545 -0.078
O 0.930 -2.231 -0.373
O 2.806 1.367 0.867
N 3.106 -0.576 -0.213
N 2.424 0.466 0.104
C 0.724 0.241 -0.166
C 0.522 0.599 -1.648
C -1.066 -1.554 0.639
C -0.023 1.082 0.832
C 0.285 -1.274 0.027
H 0.996 -0.044 -2.392
H -0.529 0.565 -1.742
H -1.259 -2.536 0.924
H -1.937 -1.077 0.072
H -0.131 0.602 1.744
H -1.119 -0.995 1.597
H 0.508 1.989 0.934
H 0.705 1.626 -1.722
H -1.048 1.280 0.607
H 2.662 -1.367 -0.696

The following is a quantum chemistry calculation of a molecular structure, CH2LuNPS, from the OMol25 dataset.

Strongest force on any atom, eV/Å: 3.95
Highest occupied orbital energy, eV: -22.942
Charge: +3

Geometry (Å):
Lu 0.867 -2.143 -0.118
S -3.135 0.256 0.147
P 0.902 0.420 0.548
N -0.420 0.405 -0.395
C -1.669 0.336 -0.095
H 1.689 -0.721 -0.198
H 1.766 1.447 0.112

The following is a quantum chemistry calculation of 2 unconnected molecules or ions with the total composition CH3ClO3S, from the OMol25 dataset.

Strongest force on any atom, eV/Å: 2.82
Highest occupied orbital energy, eV: -10.037
Charge: 0

Geometry (Å):
Cl -2.127 -1.823 -1.634
S -0.623 -0.409 -1.094
O -0.345 -1.278 0.261
O 0.345 1.525 0.084
O 0.466 -0.525 -1.974
C 0.948 1.499 1.114
H 0.783 0.556 1.659
H 1.649 2.266 1.189
H -1.096 -1.811 0.396

The following is a quantum chemistry calculation of C19H26N4O5S in the gas phase, from the OMol25 dataset.

Strongest force on any atom, eV/Å: 0.98
Highest occupied orbital energy, eV: -7.733
Charge: 0

Geometry (Å):
S -1.651 -2.950 0.299
O -0.664 4.770 0.737
O 3.040 -0.496 -0.677
O -2.928 -3.150 -0.325
O 1.908 3.695 1.548
O -1.180 -3.922 1.242
N -2.152 0.665 1.675
N -0.513 -2.764 -0.935
N -1.048 0.368 2.362
N 0.785 -0.316 -0.953
C -1.628 -1.356 1.058
C -1.013 2.827 -0.460
C -0.708 -0.856 2.013
C -0.692 1.563 -0.909
C 1.489 -2.558 -2.956
C 3.120 3.104 1.952
C 1.845 -2.423 -1.465
C 1.066 2.977 0.742
C 0.474 -1.537 2.596
C 0.829 -3.209 -0.629
C 0.010 -2.300 -3.260
C 1.967 -0.973 -0.987
C 0.512 0.989 -0.525
C -3.765 -0.258 0.024
C 0.081 5.661 1.537
C -0.164 3.552 0.371
C 1.381 1.705 0.286
C -2.551 -0.339 0.869
C -0.890 -3.077 -2.297
H 1.730 -3.580 -3.259
H 2.111 -1.881 -3.544
H -1.368 1.023 -1.555
H 3.762 2.872 1.096
H 0.288 5.242 2.523
H -1.943 3.295 -0.744
H 0.656 -1.149 3.595
H 3.609 3.850 2.578
H -0.789 -4.156 -2.484
H -3.649 0.504 -0.746
H -0.030 -0.879 -1.167
H 1.021 5.943 1.060
H -1.939 -2.806 -2.418
H 1.360 -1.340 1.992
H 0.997 -3.065 0.437
H -0.208 -1.233 -3.197
H -2.567 1.579 1.770
H -0.207 -2.618 -4.281
H 0.295 -2.609 2.640
H 2.316 1.244 0.553
H 0.933 -4.283 -0.845
H -4.629 0.007 0.632
H -0.552 6.542 1.640
H 2.947 2.195 2.536
H 2.836 -2.862 -1.310
H -3.940 -1.224 -0.439

The following is a quantum chemistry calculation of a molecular structure, C34H32FFeN4O4P, from the OMol25 dataset.

Strongest force on any atom, eV/Å: 3.74
Highest occupied orbital energy (alpha / beta), eV: -7.562 / -7.619
Charge: 0

Geometry (Å):
Fe 0.099 -0.165 -0.203
P -1.773 1.105 0.288
F 1.372 1.458 6.209
O 1.675 -1.500 -0.883
O 0.791 1.334 -1.419
O 1.807 3.243 -1.951
O 1.125 0.632 1.344
N -2.497 0.948 -1.248
N 2.545 -1.910 1.170
N -0.991 -0.691 -1.865
N 2.620 4.412 1.734
C 1.634 2.737 0.330
C 3.164 5.562 4.323
C 2.245 3.427 5.272
C 4.047 6.107 0.623
C 1.576 -2.038 0.232
C 1.446 1.640 3.869
C -1.266 3.432 1.695
C -1.927 -0.623 -4.487
C -5.596 0.553 2.801
C -0.585 -1.737 0.979
C 4.020 5.868 3.110
C -0.596 4.632 1.832
C 1.770 2.398 2.737
C -0.881 -1.468 -4.132
C -4.572 -0.376 2.883
C 1.966 4.057 0.592
C 1.405 2.408 -1.137
C -3.261 0.921 1.331
C -0.006 5.199 0.694
C -3.405 -0.193 2.152
C -1.230 3.688 -0.707
C -5.452 1.677 1.997
C -0.455 -1.464 -2.823
C -0.549 4.883 -0.559
C -2.487 0.187 -3.528
C 2.323 3.678 2.881
C -4.288 1.862 1.271
C 1.685 2.166 5.105
C -1.455 2.893 0.417
C 1.481 1.835 1.409
C 2.563 4.193 4.173
C 0.383 -2.867 0.586
C -1.974 0.139 -2.228
C 3.190 5.770 1.837
H 2.372 6.498 1.905
H 0.615 -3.634 1.332
H -6.245 2.411 1.943
H -3.298 0.865 -3.762
H -6.508 0.407 3.366
H 3.183 -1.142 1.019
H 2.275 -2.061 2.128
H 0.030 -3.358 -0.321
H -1.519 3.336 -1.689
H -1.617 -2.044 0.797
H -0.290 5.472 -1.428
H -0.398 -2.109 -4.854
H 4.526 7.072 0.787
H 0.333 6.227 0.804
H 2.366 6.308 4.404
H -4.677 -1.246 3.519
H -2.296 -0.595 -5.504
H 0.361 -2.089 -2.494
H 1.010 0.659 3.739
H 4.457 6.864 3.172
H 3.474 6.181 -0.299
H -2.605 -0.917 2.215
H 2.419 3.803 6.272
H -0.415 5.054 2.813
H 3.745 5.615 5.244
H -0.460 -1.501 2.042
H -4.173 2.753 0.663
H 2.354 4.522 -0.308
H -3.290 1.512 -1.514
H 4.839 5.145 3.046
H -1.626 2.895 2.566
H 4.822 5.352 0.484

The following is a quantum chemistry calculation of 3 unconnected molecules or ions with the total composition C30H59Br2N2O18P2Si, from the OMol25 dataset.

Strongest force on any atom, eV/Å: 3.25
Highest occupied orbital energy, eV: -10.409
Charge: +1

Geometry (Å):
Br -1.104 -4.662 5.994
Br -0.499 -5.686 2.900
P 3.096 -0.042 0.484
P 0.571 0.631 -2.467
Si 3.423 -0.332 6.294
O -4.336 2.692 -1.590
O 2.345 -5.140 3.477
O -1.604 1.655 -9.615
O 2.059 1.126 -2.267
O 3.265 -0.565 -0.880
O -0.174 0.936 0.302
O 4.492 0.108 1.209
O -1.859 -2.875 0.066
O 0.243 -0.527 -1.343
O 0.436 0.018 -3.778
O 2.446 1.375 0.498
O 1.561 1.919 -8.386
O -0.364 1.867 -2.273
O 3.356 -1.439 5.023
O -5.074 4.395 1.296
O -3.930 1.539 1.259
O -3.961 -2.683 -0.417
O -0.930 3.071 -6.962
N 1.437 -2.950 2.879
N -2.922 -2.517 -0.877
C -1.733 -1.934 1.141
C -3.461 2.579 -2.691
C -4.052 3.846 2.105
C 2.167 -0.945 7.538
C 4.029 -1.081 3.834
C -0.630 -2.039 5.043
C 1.975 -1.181 1.362
C 0.130 -2.916 2.514
C -2.106 2.881 -9.113
C 2.837 2.465 -8.626
C 0.181 -0.129 -0.063
C -5.038 1.444 0.365
C -4.627 1.409 -1.087
C -1.308 -3.327 4.603
C -6.113 4.973 2.058
C 2.888 1.388 5.792
C -2.632 0.751 -9.950
C -0.266 1.821 -6.816
C 1.231 1.902 -7.009
C 5.090 -0.356 7.151
C -0.295 -2.001 1.556
C -1.061 3.586 -8.280
C -3.275 2.801 1.340
C 1.916 -3.893 3.931
C 0.638 -1.135 0.965
C 3.019 -6.727 1.854
C -0.910 -3.800 3.140
C 2.344 -2.103 2.338
C 3.767 -2.153 2.784
C 3.032 -5.256 2.243
H -1.178 -1.676 5.905
H 2.564 -4.704 1.427
H 2.964 2.042 6.653
H 3.644 -0.125 3.481
H -0.717 -1.260 4.292
H -5.740 5.796 2.676
H -3.746 0.771 -1.184
H -2.999 2.705 -8.501
H -3.237 0.503 -9.070
H -4.481 3.392 3.007
H 1.697 1.018 -6.553
H 4.424 -2.050 1.937
H 0.394 -2.172 5.372
H -3.279 1.159 -10.735
H 2.463 1.733 -0.408
H 2.088 -6.941 1.341
H -6.854 5.361 1.363
H -1.823 -3.745 2.589
H 2.481 -1.920 7.902
H 1.191 -1.028 7.070
H 2.140 -0.283 8.396
H 4.028 -3.096 3.240
H 5.171 0.058 0.520
H 3.619 1.876 -8.132
H 2.615 0.382 -2.557
H 5.000 -1.036 7.993
H 3.107 -7.350 2.732
H 3.821 -6.925 1.153
H -5.506 0.486 0.601
H 4.076 -4.955 2.312
H 2.677 -3.417 4.526
H 5.348 0.618 7.550
H -2.058 -0.942 0.842
H -0.098 3.610 -8.794
H -5.775 2.225 0.551
H 2.891 3.504 -8.281
H -3.905 1.987 -3.499
H -5.442 0.984 -1.689
H 1.098 -4.075 4.611
H 1.612 2.805 -6.515
H -2.163 -0.160 -10.318
H 3.405 1.806 4.936
H -6.592 4.223 2.698
H -3.369 4.655 2.400
H 1.826 1.341 5.556
H -2.367 -3.123 4.589
H 5.887 -0.752 6.530
H -0.443 1.518 -5.781
H -2.352 2.605 1.892
H -2.413 -2.214 1.936
H 5.102 -0.953 3.967
H -2.994 3.164 0.350
H 3.009 2.445 -9.700
H -0.269 2.455 -3.037
H -2.375 3.520 -9.966
H -1.389 4.619 -8.147
H -0.711 1.057 -7.454
H -2.528 2.121 -2.356
H -3.249 3.580 -3.065

> What is the formula in the fourth record?

C14H16O